No. 1
95
Properties=species:S:1:pos:R:3 method="wB97M-V/def2-TZVPD" spin_multiplicity=1 max_force_ev_per_a=9.777 orbital_gap_ev=6.514
N 6.89 -5.41 -8.04
P 6.31 -5.61 -6.51
C 4.38 -5.52 -6.69
C 3.62 -6.67 -7.60
C 2.00 -6.62 -7.82
C 1.19 -5.38 -7.08
N -0.28 -5.01 -7.08
S -0.48 -3.55 -6.08
N 1.15 -3.14 -5.49
C 1.95 -4.23 -6.16
C 3.58 -4.29 -5.97
H 6.06 -5.30 -8.69
H 6.75 -6.93 -6.04
H 6.83 -4.56 -5.64
H 4.23 -7.54 -8.14
H 1.43 -7.41 -8.47
H 4.20 -3.50 -5.36
C -1.51 0.33 0.55
C -2.66 -0.52 1.06
O -3.44 -1.01 -0.01
P -3.16 -2.53 -0.63
O -3.25 -3.25 0.74
O -4.72 -2.85 -1.08
C -5.35 -4.06 -0.70
C -6.28 -3.81 0.48
O -3.06 -1.73 -2.16
C -1.78 -1.33 -2.62
C -0.72 -2.40 -2.41
H -0.78 -0.30 0.03
H -1.01 0.84 1.37
H -1.87 1.07 -0.17
H -2.27 -1.32 1.70
H -3.32 0.10 1.68
H -4.61 -4.84 -0.47
H -5.93 -4.42 -1.55
H -5.75 -3.37 1.32
H -6.75 -4.74 0.81
H -7.06 -3.10 0.19
H -1.50 -0.39 -2.14
H -1.88 -1.13 -3.69
H -0.52 -2.55 -1.35
H 0.22 -2.10 -2.89
H -1.04 -3.35 -2.83
C -1.88 4.44 5.35
C -2.38 3.13 4.79
O -1.59 2.05 5.27
P -2.08 1.18 6.59
O -3.49 0.87 6.04
O -1.41 -0.27 6.13
C -2.18 -1.46 6.14
C -2.63 -1.79 4.73
O -0.49 1.52 7.20
C -0.33 2.65 8.04
C -1.43 2.79 9.07
H -2.08 4.50 6.42
H -2.37 5.29 4.87
H -0.79 4.54 5.21
H -3.44 3.00 5.03
H -2.29 3.14 3.70
H -3.03 -1.37 6.83
H -1.55 -2.26 6.52
H -3.19 -0.97 4.28
H -3.25 -2.69 4.72
H -1.76 -1.96 4.09
H -0.25 3.54 7.42
H 0.63 2.53 8.55
H -2.39 3.01 8.60
H -1.20 3.60 9.77
H -1.55 1.86 9.64
C 4.50 5.13 0.80
C 4.35 3.76 0.18
O 3.01 3.53 -0.20
P 2.52 3.82 -1.76
O 3.63 2.96 -2.41
O 1.34 2.65 -1.82
C 1.30 1.73 -2.90
C 1.89 0.40 -2.46
O 1.28 4.78 -1.04
C 1.52 6.17 -0.88
C 2.15 6.81 -2.11
H 4.38 5.91 0.04
H 5.50 5.25 1.24
H 3.75 5.29 1.58
H 5.05 3.64 -0.66
H 4.61 2.99 0.92
H 1.82 2.12 -3.78
H 0.25 1.58 -3.18
H 2.92 0.51 -2.09
H 1.90 -0.32 -3.28
H 1.31 -0.02 -1.63
H 2.12 6.34 0.01
H 0.55 6.64 -0.70
H 3.17 6.43 -2.26
H 2.21 7.89 -1.99
H 1.58 6.58 -3.01



No. 2
15
Properties=species:S:1:pos:R:3 method="wB97M-V/def2-TZVPD" spin_multiplicity=1 max_force_ev_per_a=5.570 orbital_gap_ev="9.069 / 7.498" total_charge=+2
C -0.63 -0.21 0.03
C -1.76 0.52 0.15
C 2.07 -0.71 0.15
N 3.23 -0.13 0.06
N 0.44 0.43 0.41
N -3.09 -0.11 -0.24
O 3.32 1.26 0.21
O 4.27 -0.69 -0.17
H -0.43 -1.26 -0.36
H -1.67 1.63 0.46
H 1.94 -1.81 0.20
H 2.53 1.77 0.11
H -3.25 -0.46 -1.21
H -3.83 0.62 -0.20
H -3.13 -0.85 0.41



No. 3
13
Properties=species:S:1:pos:R:3 method="wB97M-V/def2-TZVPD" spin_multiplicity=1 max_force_ev_per_a=5.515 orbital_gap_ev=9.500
C -1.57 0.64 -0.26
N -1.62 0.60 -1.52
S -0.53 -0.69 -2.10
C 0.26 -1.04 -0.52
O 1.65 -0.73 -0.29
C 1.69 0.66 0.32
S 0.33 0.71 1.76
C -0.76 -0.31 0.66
H -2.13 1.33 0.22
H 0.05 -2.16 -0.16
H 2.47 0.74 0.96
H 1.27 1.38 -0.34
H -1.11 -1.12 1.26



No. 4
95
Properties=species:S:1:pos:R:3 method="wB97M-V/def2-TZVPD" spin_multiplicity=1 max_force_ev_per_a=12.441 orbital_gap_ev=7.806
O -6.91 -2.69 2.35
C -5.91 -2.56 1.45
C -6.15 -2.40 0.06
C -4.96 -1.99 -0.95
C -3.67 -2.04 -0.38
O -2.60 -1.83 -1.17
C -3.51 -2.25 1.01
C -4.63 -2.51 1.85
H -7.64 -3.13 2.13
H -7.06 -2.56 -0.56
H -5.15 -2.04 -2.09
H -2.58 -1.30 -2.00
H -2.55 -2.66 1.47
H -4.37 -2.84 3.03
O 1.86 -2.81 -7.18
C 1.77 -1.84 -6.25
C 2.80 -0.92 -6.11
C 2.75 0.24 -5.01
C 1.56 0.18 -4.20
O 1.56 1.01 -3.07
C 0.68 -0.92 -4.41
C 0.55 -1.74 -5.57
H 2.85 -3.04 -7.60
H 3.84 -0.82 -6.70
H 3.58 0.78 -4.78
H 0.68 0.66 -2.72
H -0.07 -0.97 -3.55
H -0.26 -2.38 -5.84
O 1.95 -4.94 5.46
C 1.04 -4.04 5.06
C 0.82 -3.74 3.74
C -0.09 -2.53 3.42
C -0.64 -1.94 4.44
O -1.45 -0.94 4.09
C -0.56 -2.34 5.73
C 0.35 -3.35 6.11
H 1.68 -5.29 6.35
H 1.30 -4.16 3.00
H -0.05 -2.23 2.38
H -1.68 -0.43 4.77
H -1.30 -1.97 6.25
H 0.46 -3.56 7.18
O -1.10 1.60 -1.86
C -1.68 2.60 -2.47
C -2.96 3.07 -1.90
C -3.80 4.10 -2.64
C -3.26 4.67 -3.95
O -3.89 5.55 -4.51
C -1.95 4.17 -4.35
C -1.20 3.12 -3.65
H -1.41 1.29 -0.93
H -3.60 2.62 -1.09
H -4.51 4.56 -2.22
H -3.44 6.25 -5.02
H -1.68 4.68 -5.19
H -0.26 2.77 -4.18
O 0.21 1.85 4.73
C -0.21 3.01 4.98
C 0.38 3.91 5.92
C -0.24 5.21 6.27
C -1.40 5.66 5.41
O -1.95 6.82 5.81
C -2.04 4.71 4.61
C -1.38 3.49 4.29
H 1.02 1.50 5.01
H 1.34 3.69 6.52
H 0.03 5.92 7.03
H -1.45 7.51 6.02
H -2.95 5.15 4.04
H -1.91 2.80 3.54
O 4.51 0.08 -0.46
C 3.27 0.28 -0.01
C 3.01 1.33 0.78
C 1.71 1.51 1.40
C 0.64 0.61 1.02
O -0.53 0.66 1.67
C 0.92 -0.29 0.02
C 2.29 -0.61 -0.48
H 5.18 0.46 0.16
H 3.69 1.94 1.17
H 1.72 2.48 2.08
H -0.41 0.58 2.66
H 0.03 -1.03 -0.29
H 2.54 -1.32 -1.18
C 4.62 -1.98 -3.30
C 6.05 -1.82 -3.46
C 6.82 -2.87 -3.99
N 6.24 -4.08 -4.19
C 4.87 -4.26 -4.03
C 4.03 -3.25 -3.57
H 3.93 -1.21 -2.98
H 6.58 -0.89 -3.22
H 7.88 -2.98 -4.11
H 4.36 -5.23 -4.01
H 3.11 -3.59 -3.10



No. 5
108
Properties=species:S:1:pos:R:3 method="wB97M-V/def2-TZVPD" spin_multiplicity=1 max_force_ev_per_a=0.592 orbital_gap_ev=8.789
C 0.89 -1.79 0.95
C -0.23 -1.51 1.92
O -0.06 -1.47 3.10
O -1.47 -1.33 1.39
C -1.54 -0.39 0.30
C -2.89 0.31 0.37
B -4.13 -0.60 0.04
C -4.12 -1.62 -1.16
C -4.53 -3.07 -0.83
C -3.63 -3.78 0.20
C -4.28 -3.92 1.57
O -3.33 -4.07 2.64
C -2.80 -5.29 2.77
O -2.32 -5.69 3.79
C -5.50 -0.39 0.83
C -5.37 -0.36 2.33
O -4.42 -0.59 2.99
Cl -6.94 0.03 3.14
H 1.49 -2.61 1.34
H 0.56 -2.07 -0.05
H 1.55 -0.93 0.86
H -0.73 0.34 0.40
H -1.40 -0.91 -0.66
H -2.87 1.10 -0.41
H -2.97 0.81 1.33
H -3.17 -1.59 -1.70
H -4.87 -1.22 -1.87
H -4.48 -3.64 -1.77
H -5.57 -3.12 -0.52
H -3.42 -4.79 -0.18
H -2.66 -3.29 0.29
H -4.95 -4.78 1.57
H -4.88 -3.04 1.83
H -2.82 -5.91 1.85
H -6.25 -1.16 0.60
H -5.96 0.56 0.52
C -5.62 -3.99 -7.85
O -4.76 -2.94 -8.25
C -5.41 -1.82 -8.83
C -5.39 -0.61 -7.92
N -6.24 -0.80 -6.76
C -6.10 0.21 -5.71
C -4.74 0.39 -5.05
O -4.33 -0.68 -4.23
C -3.74 -1.78 -4.90
H -5.00 -4.85 -7.63
H -6.20 -3.74 -6.95
H -6.32 -4.25 -8.65
H -6.44 -2.07 -9.12
H -4.86 -1.57 -9.75
H -5.74 0.26 -8.48
H -4.34 -0.43 -7.65
H -6.06 -1.72 -6.36
H -6.82 -0.04 -4.92
H -6.41 1.17 -6.13
H -4.83 1.25 -4.38
H -3.95 0.64 -5.77
H -3.17 -1.46 -5.78
H -4.49 -2.52 -5.21
H -3.07 -2.27 -4.21
C 3.23 -0.21 -1.65
O 3.27 0.39 -0.37
C 4.50 0.21 0.34
C 5.30 1.49 0.42
N 5.86 1.86 -0.87
C 6.45 3.19 -0.92
C 5.58 4.40 -0.59
O 4.58 4.69 -1.55
C 3.39 3.93 -1.43
H 2.19 -0.22 -1.97
H 3.81 0.36 -2.39
H 3.60 -1.24 -1.62
H 5.08 -0.60 -0.11
H 4.23 -0.09 1.36
H 6.12 1.33 1.13
H 4.65 2.26 0.85
H 5.13 1.80 -1.58
H 6.85 3.34 -1.93
H 7.31 3.20 -0.24
H 6.23 5.27 -0.58
H 5.13 4.33 0.41
H 3.15 3.70 -0.39
H 3.45 2.99 -2.00
H 2.58 4.53 -1.85
C 6.21 4.39 7.77
O 6.53 3.02 7.71
C 5.58 2.15 8.32
C 4.83 1.34 7.29
N 3.93 2.17 6.51
C 3.32 1.52 5.35
C 4.24 0.97 4.26
O 4.91 1.96 3.50
C 6.08 2.50 4.09
H 7.10 4.95 7.48
H 5.40 4.66 7.08
H 5.92 4.70 8.78
H 4.90 2.72 8.96
H 6.14 1.47 8.96
H 4.24 0.58 7.82
H 5.57 0.82 6.68
H 4.42 3.00 6.20
H 2.65 2.24 4.88
H 2.70 0.69 5.71
H 3.60 0.44 3.56
H 4.96 0.24 4.65
H 6.62 1.75 4.67
H 5.86 3.36 4.72
H 6.72 2.84 3.27



No. 6
8
Properties=species:S:1:pos:R:3 method="wB97M-V/def2-TZVPD" spin_multiplicity=3 max_force_ev_per_a=3.471 orbital_gap_ev="6.849 / 5.692" s2=2.007
C 0.38 0.23 0.07
N -0.70 -0.75 0.17
O -1.97 -0.29 -0.16
S 0.10 1.83 -0.04
S 1.93 -0.58 0.17
H -0.52 -1.67 -0.20
H -1.90 0.69 -0.16
H 2.67 0.53 0.14